Record 1
Density functional theory data (ωB97M-V/def2-TZVPD) for a structure of composition C5H14NO2.

Geometry as ORCA input:
```
! wB97M-V def2-TZVPD RIJCOSX def2/J DEFGRID3
* xyz -1 1
H 0.97 -1.87 0.66
C 1.34 0.99 -0.43
H -2.38 -0.34 1.30
H 0.24 2.03 -2.53
C -1.37 -0.49 0.92
O 1.23 -2.47 -0.42
H 2.19 1.05 -1.13
H -0.30 0.54 -3.06
H -0.87 -1.38 2.82
H -1.40 -1.44 0.39
O 0.83 -1.27 1.65
C 0.03 0.58 -1.04
C -0.37 -0.78 2.05
N -0.30 1.21 -2.30
H 1.60 0.45 0.48
H 1.58 -1.66 -0.86
H -0.92 1.56 0.68
H 0.01 -0.49 -1.12
H -0.23 0.17 2.60
H 1.26 2.03 -0.10
C -1.12 0.72 0.01
H -2.02 0.87 -0.57
*
```

Summary:
calculated total energy = -404.13469 hartree
molecular weight = 120.17 Da
frontier orbital gap = 7.837 eV
highest occupied orbital energy = -3.9 eV

For each atom in turn, the Löwdin charge in e is: -0.030 -0.085 0.091 0.050 -0.204 -0.354 0.074 0.063 0.084 0.107 -0.221 -0.465 -0.402 0.030 0.067 -0.068 0.099 0.095 0.090 0.064 -0.172 0.087

***

Record 2
Density functional theory data (ωB97M-V/def2-TZVPD) for a structure of composition C5H14NO2.

Geometry as ORCA input:
```
! wB97M-V def2-TZVPD RIJCOSX def2/J DEFGRID3
* xyz -1 1
H 2.01 2.02 -0.94
H -1.56 0.07 0.26
C -2.00 2.30 -0.99
N -0.54 2.11 -0.99
H -2.29 3.26 -0.61
H -0.05 2.99 -0.95
O -0.16 -2.29 1.20
C 1.62 1.16 -0.38
H 0.96 -0.74 1.78
H 2.29 0.81 0.41
H 1.81 -2.68 -0.83
C 0.17 1.30 0.08
H 0.13 1.86 1.02
C -0.09 -0.94 1.42
H -2.30 2.23 -2.06
H 1.62 0.28 -1.07
O 1.34 -3.38 -0.37
C -0.48 -0.09 0.20
H 0.68 -2.73 0.48
H -2.53 1.51 -0.47
H -0.86 -0.75 2.22
H -0.28 -0.61 -0.75
*
```

Summary:
calculated total energy = -404.11489 hartree
molecular weight = 120.17 Da
frontier orbital gap = 7.000 eV
highest occupied orbital energy = -3.6 eV

For each atom in turn, the Löwdin charge in e is: 0.066 0.075 -0.139 -0.108 0.053 0.081 -0.242 -0.080 0.107 0.067 -0.093 -0.408 0.128 -0.387 0.076 0.082 -0.365 -0.167 -0.029 0.056 0.102 0.123

***

Record 3
Density functional theory data (ωB97M-V/def2-TZVPD) for a cluster of 2 separate species, C5H14NO2 in total.

Geometry as ORCA input:
```
! wB97M-V def2-TZVPD RIJCOSX def2/J DEFGRID3
* xyz -1 1
H -1.55 2.14 4.17
C 0.30 -0.54 -2.64
N -1.69 1.40 3.50
H -1.89 0.39 1.02
C -0.87 0.27 1.44
H 2.28 -1.36 -2.90
H 2.41 -2.56 -0.68
H -0.61 2.34 1.89
H -0.46 -1.34 -2.62
O 0.10 0.25 0.49
H 0.30 1.25 2.93
H -2.62 1.50 3.13
H 2.11 -0.25 -1.58
H 0.95 -3.09 -1.51
H -0.06 0.45 -0.94
H -0.92 -0.68 2.02
C 1.62 -1.10 -2.07
C 1.46 -2.23 -1.08
O -0.17 0.59 -1.97
C -0.66 1.40 2.44
H 0.87 -1.87 -0.23
H 0.44 -0.29 -3.71
*
```

Summary:
calculated total energy = -404.13810 hartree
molecular weight = 120.17 Da
frontier orbital gap = 7.599 eV
highest occupied orbital energy = -3.5 eV

For each atom in turn, the Löwdin charge in e is: 0.034 -0.346 -0.040 0.095 -0.464 0.084 0.053 0.097 0.099 -0.298 0.093 0.037 0.105 0.053 0.008 0.090 -0.256 -0.130 -0.160 -0.303 0.056 0.093

***

Record 4
Density functional theory data (ωB97M-V/def2-TZVPD) for a structure of composition C5H14NO2.

Geometry as ORCA input:
```
! wB97M-V def2-TZVPD RIJCOSX def2/J DEFGRID3
* xyz 1 1
H -1.04 -0.51 0.78
C -1.29 -1.36 0.16
H -2.89 -0.08 -2.61
H 2.67 -0.49 0.23
O 1.03 0.62 0.83
O -0.92 1.75 -0.11
H 2.83 3.20 4.73
H 0.15 0.01 -1.51
H -1.81 -2.19 0.67
C 0.10 -1.91 -0.46
H 2.26 0.84 -0.77
H -2.39 0.82 -0.91
H 0.12 1.20 0.35
H 1.48 -1.11 -2.00
C 1.81 0.08 -0.22
H 2.28 3.51 5.25
C -2.65 -0.16 -1.53
N -2.10 -1.19 -1.00
C 0.90 -0.71 -1.17
H 0.73 -2.28 0.39
H -0.12 -2.71 -1.25
H -1.15 2.66 0.14
*
```

Summary:
calculated total energy = -403.54952 hartree
molecular weight = 120.17 Da
frontier orbital gap = 4.714 eV
highest occupied orbital energy = -14.5 eV

For each atom in turn, the Löwdin charge in e is: 0.132 -0.131 0.146 0.169 -0.024 -0.064 -0.002 0.087 0.143 -0.100 0.102 0.139 0.052 0.128 -0.221 0.003 0.130 0.103 -0.134 0.132 0.138 0.071

***

Record 5
Density functional theory data (ωB97M-V/def2-TZVPD) for a cluster of 3 separate species, C5H14NO2 in total.

Geometry as ORCA input:
```
! wB97M-V def2-TZVPD RIJCOSX def2/J DEFGRID3
* xyz 1 1
C 0.42 0.38 1.58
O -0.55 -0.63 -2.03
C -1.18 -1.45 1.43
N 2.02 0.56 -0.20
H 1.35 0.64 -2.22
C -0.88 0.00 1.97
H 3.10 1.12 -1.89
H 2.63 -0.53 -1.83
H -0.03 0.61 -0.45
H -0.77 -1.59 0.42
O -2.11 0.78 -0.78
H 2.62 1.21 0.29
H -0.80 -2.21 2.12
C 0.81 0.49 0.18
H -0.86 -0.01 3.07
H -2.26 -1.59 1.43
H -1.01 -1.16 -2.69
H 1.13 0.69 2.34
H -1.67 0.70 1.61
H -1.50 0.18 -1.46
H -2.70 1.35 -1.27
C 2.26 0.47 -1.63
*
```

Summary:
calculated total energy = -403.66019 hartree
molecular weight = 120.17 Da
frontier orbital gap = 4.159 eV
highest occupied orbital energy = -12.6 eV

For each atom in turn, the Löwdin charge in e is: 0.154 -0.251 -0.003 0.101 0.105 -0.168 0.112 0.120 0.081 0.074 -0.161 0.196 0.093 -0.017 0.135 0.097 0.012 0.153 0.169 -0.033 0.027 0.008

***

Record 6
Density functional theory data (ωB97M-V/def2-TZVPD) for a cluster of 2 separate species, C5H14NOS in total.

Geometry as ORCA input:
```
! wB97M-V def2-TZVPD RIJCOSX def2/J DEFGRID3
* xyz -1 1
H 0.18 -0.56 -1.06
H 1.38 -3.50 1.58
S -1.36 1.33 -2.66
H 2.19 -0.18 1.41
C 1.47 0.55 1.01
H 0.64 2.11 2.26
H -0.82 1.71 -0.23
H 1.72 1.22 3.05
H -2.35 0.63 -0.43
C -1.50 -1.40 -0.02
H -2.47 -1.33 -0.65
H 2.36 2.48 2.09
N 0.18 -0.13 0.93
C -1.33 0.96 -0.83
H 2.38 -2.45 1.22
C -0.54 -0.33 -0.33
H -1.04 -2.38 -0.12
O 2.34 -3.35 1.61
H -0.40 0.37 1.68
C 1.53 1.64 2.07
H 1.89 0.85 -0.04
H -1.73 -1.17 1.05
*
```

Summary:
calculated total energy = -727.05223 hartree
molecular weight = 136.24 Da
frontier orbital gap = 5.877 eV
highest occupied orbital energy = -2.5 eV

For each atom in turn, the Löwdin charge in e is: 0.090 0.033 0.009 0.070 -0.300 0.020 0.012 0.053 0.046 -0.119 0.105 0.109 -0.095 -0.725 0.025 -0.531 0.055 -0.085 0.123 -0.122 0.149 0.078

***

Record 7
Density functional theory data (ωB97M-V/def2-TZVPD) for a cluster of 2 separate species, C5H14NOS in total.

Geometry as ORCA input:
```
! wB97M-V def2-TZVPD RIJCOSX def2/J DEFGRID3
* xyz -1 1
H -1.34 -2.48 2.07
H -1.65 -3.58 0.71
H 0.63 0.45 0.38
H 0.33 -3.03 -0.42
H -2.89 -2.49 1.06
C -0.88 1.65 -0.63
H 0.75 -1.45 -0.84
N -1.13 -1.59 0.17
H -0.44 1.60 1.38
O 3.49 -0.94 -0.07
H -1.07 1.15 -1.59
C 0.26 -2.03 -0.03
H 2.73 -1.23 -0.59
H -2.45 -0.10 0.84
C -0.41 0.83 0.60
C -1.79 -2.59 1.05
H 0.89 -2.07 0.86
S 0.55 2.80 -1.12
H -1.91 2.06 -0.44
H -1.01 -0.56 2.06
H 3.11 -0.10 0.06
C -1.26 -0.36 0.94
*
```

Summary:
calculated total energy = -727.05763 hartree
molecular weight = 136.24 Da
frontier orbital gap = 5.761 eV
highest occupied orbital energy = -2.5 eV

For each atom in turn, the Löwdin charge in e is: 0.080 0.051 0.060 0.068 0.082 -0.739 0.084 -0.239 0.094 -0.051 0.010 -0.125 0.003 0.158 -0.345 -0.141 0.083 -0.006 0.047 0.115 0.001 -0.291

***

Record 8
Density functional theory data (ωB97M-V/def2-TZVPD) for a cluster of 2 separate species, C5H14O in total.

Geometry as ORCA input:
```
! wB97M-V def2-TZVPD RIJCOSX def2/J DEFGRID3
* xyz 0 1
H -0.58 -0.93 -2.14
C -1.20 1.74 0.12
H -0.81 1.76 -2.02
H 2.53 -0.25 1.25
O 0.68 0.94 -0.89
H -0.48 1.87 0.94
H -1.54 -0.67 -0.57
H 2.51 -1.57 0.02
H -2.04 1.25 0.73
H 0.02 -2.04 1.62
C 0.61 -1.27 1.18
H -1.62 2.77 -0.17
H -2.25 -0.49 -2.09
H 0.15 -1.30 0.17
H 0.44 -0.30 1.50
C -1.34 -0.28 -1.43
C -0.66 1.08 -1.13
H 0.97 1.08 0.03
H 2.48 -2.05 1.85
C 2.13 -1.34 1.04
*
```

Summary:
calculated total energy = -274.03884 hartree
molecular weight = 90.17 Da
structure (SMILES) = CC(C)O.CC
frontier orbital gap = 10.967 eV
highest occupied orbital energy = -10.0 eV

For each atom in turn, the Löwdin charge in e is: 0.144 -0.072 0.144 0.093 -0.071 0.066 -0.034 0.070 0.104 0.064 -0.180 0.098 0.095 0.043 0.020 -0.062 -0.511 0.071 0.076 -0.161

***

Record 9
Density functional theory data (ωB97M-V/def2-TZVPD) for a cluster of 2 separate species, C5H14O in total.

Geometry as ORCA input:
```
! wB97M-V def2-TZVPD RIJCOSX def2/J DEFGRID3
* xyz 0 1
H -1.84 1.35 -1.75
H 4.33 -3.75 3.93
O 3.02 -3.91 2.03
H 2.76 -1.09 3.20
C -3.13 1.46 -3.45
H -4.14 1.94 -3.94
H -3.11 0.35 -3.73
C 3.59 -1.77 3.04
C 3.37 -3.35 3.29
H 4.04 -1.69 2.06
H -3.69 3.85 -1.56
H 2.59 -3.65 3.90
H -2.17 3.15 -0.70
H 3.81 -3.46 1.42
C -2.71 3.15 -1.61
H -2.45 2.01 -4.12
H -1.90 3.66 -2.31
H -3.73 1.23 -1.42
H 4.28 -1.22 3.73
C -2.90 1.74 -2.02
*
```

Summary:
calculated total energy = -274.03862 hartree
molecular weight = 90.17 Da
structure (SMILES) = CCC.CCO
frontier orbital gap = 11.204 eV
highest occupied orbital energy = -10.2 eV

For each atom in turn, the Löwdin charge in e is: 0.133 0.144 -0.137 0.061 -0.188 0.117 0.088 -0.084 -0.317 0.048 0.120 0.064 0.036 0.156 -0.180 0.058 0.105 0.125 0.065 -0.414

***

Record 10
Density functional theory data (ωB97M-V/def2-TZVPD) for a cluster of 2 separate species, C5H14O in total.

Geometry as ORCA input:
```
! wB97M-V def2-TZVPD RIJCOSX def2/J DEFGRID3
* xyz 0 1
H 2.35 3.16 1.38
H -0.10 -1.54 0.61
O -1.24 0.54 -0.58
H -1.05 0.54 0.36
H 2.99 2.04 2.60
H -0.39 -0.79 -1.80
C -0.92 -1.85 -0.03
H -1.81 -2.12 0.54
H 2.31 0.44 0.28
H -2.64 -0.62 -2.77
C 2.80 2.18 1.53
H -0.55 -2.75 -0.54
C -2.55 -1.08 -1.79
C 1.81 1.11 0.98
C -1.22 -0.81 -1.09
H 1.03 1.60 0.41
H -3.31 -0.63 -1.15
H -2.72 -2.15 -1.81
H 3.79 2.18 1.07
H 1.42 0.55 1.82
*
```

Summary:
calculated total energy = -274.11745 hartree
molecular weight = 90.17 Da
structure (SMILES) = CC(C)O.CC
frontier orbital gap = 11.110 eV
highest occupied orbital energy = -10.1 eV

For each atom in turn, the Löwdin charge in e is: 0.057 0.070 -0.071 0.063 0.056 0.128 -0.063 0.086 0.060 0.073 -0.160 0.085 -0.053 -0.164 -0.484 0.046 0.085 0.071 0.056 0.057

***

Looking at LUMO energy for the records above, in order, we have 3.981; 3.422; 4.129; -9.739; -8.476; 3.353; 3.309; 0.958; 0.983; 0.994 eV.